This record from the Open Molecules 2025 dataset describes 7 unconnected molecules or ions with the total composition C39H75I2O28PS6 in a non-equilibrium geometry. The level of theory is ωB97M-V/def2-TZVPD.

Cartesian coordinates (Å):
C 11.19891 -2.06728 1.64881
C 11.03360 -2.02036 0.06380
C 9.49004 -1.69918 -0.21651
C 9.29884 -0.13144 0.04888
C 7.88930 0.06977 0.76723
C 7.13943 1.30460 0.06685
C 5.84708 0.72127 -0.64533
C 4.76321 0.41611 0.46399
C 3.35252 0.05690 -0.20389
C 2.42133 1.31510 -0.02298
C 1.13697 1.29329 -0.98276
C 0.29274 0.03495 -0.58561
C -1.32311 0.10288 -0.79761
P -1.29645 0.94922 -2.49923
C -1.04154 -0.23068 -3.91288
C -2.58882 2.25635 -2.76460
C -1.89781 0.95239 0.44508
I -1.35467 0.20635 2.47241
C -1.56879 2.46907 0.57683
C -2.24505 3.31227 1.71076
C -3.80351 3.28189 1.80720
O -4.35216 4.32615 2.62727
C -5.31942 3.84488 3.57383
C -3.35061 0.36639 0.36270
O -4.45081 0.80122 0.15731
O -3.03469 -1.03127 0.50597
C -2.08777 -1.29530 -0.59945
O -1.22691 -2.23226 0.09140
C -0.43667 -3.07531 -0.74914
C -0.50830 -4.62851 -0.39213
C -3.05510 -2.00665 -1.61006
I -4.33786 -0.76494 -2.89835
C -4.20333 -2.90514 -0.92492
C -3.71811 -4.04959 0.01370
H 12.22951 -1.70322 1.89365
H 10.44318 -1.41472 2.16328
H 11.04383 -3.11509 2.01164
H 11.24502 -3.04332 -0.35006
H 11.67051 -1.22428 -0.40634
H 9.21346 -1.89499 -1.28414
H 8.89087 -2.30273 0.51734
H 9.36559 0.38724 -0.93871
H 10.08089 0.25984 0.75504
H 7.99631 0.24657 1.86914
H 7.27198 -0.85550 0.60092
H 7.80867 1.84432 -0.65127
H 6.79741 1.97604 0.90230
H 5.43663 1.48651 -1.36706
H 6.05437 -0.24799 -1.18174
H 4.64832 1.35919 1.07588
H 5.08560 -0.38165 1.18533
H 2.90627 -0.80972 0.34824
H 3.49249 -0.11648 -1.30103
H 2.05045 1.43282 1.03831
H 3.00842 2.25715 -0.23956
H 1.56495 1.20617 -2.02080
H 0.67490 2.29801 -0.90516
H 0.56961 -0.41582 0.39802
H 0.60162 -0.74067 -1.35490
H -0.59345 -1.22027 -3.60947
H -0.27746 0.23319 -4.60279
H -1.95786 -0.38870 -4.54719
H -3.09484 2.10914 -3.76370
H -3.40918 2.13309 -2.00075
H -2.17393 3.29831 -2.69867
H -0.46307 2.52798 0.80231
H -1.67658 3.06540 -0.37733
H -1.96999 4.39095 1.49761
H -1.83867 3.13717 2.74688
H -4.10767 2.26368 2.18567
H -4.23866 3.42168 0.77181
H -5.85283 2.90900 3.27042
H -6.09841 4.65585 3.67233
H -4.83398 3.72648 4.57742
H 0.64364 -2.81078 -0.51377
H -0.51597 -2.91711 -1.85349
H -1.14016 -5.08537 -1.20086
H -0.97285 -4.77498 0.61161
H 0.49461 -5.12247 -0.50038
H -2.57503 -2.70818 -2.34992
H -4.70661 -3.39827 -1.80943
H -5.00939 -2.25765 -0.48036
H -4.63453 -4.55381 0.44346
H -3.10097 -3.73289 0.88949
H -3.22329 -4.83943 -0.61412
C -7.67445 6.15890 0.81429
C -6.68232 6.82421 1.74911
O -6.83353 8.22686 1.50544
S -8.36946 8.53497 1.11603
O -9.05287 8.98564 2.28275
O -8.38430 9.26450 -0.11049
O -8.82312 7.01257 0.82047
H -7.28765 6.11439 -0.20703
H -7.94394 5.15627 1.14285
H -5.65728 6.50916 1.56069
H -6.93474 6.63276 2.79500
C -4.14589 -0.93241 5.43010
C -5.34704 -1.31856 6.27379
O -5.41243 -0.32141 7.29596
S -4.87778 1.08351 6.70276
O -6.00425 1.86371 6.30476
O -3.86690 1.58361 7.57294
O -4.17582 0.49647 5.37054
H -3.21104 -1.23445 5.90930
H -4.19134 -1.35513 4.42714
H -5.24731 -2.30999 6.71184
H -6.27165 -1.26930 5.69237
C -0.16215 -10.01976 -0.81014
C -0.42204 -9.28756 0.49281
O -0.46775 -7.90190 0.13009
S -1.06954 -7.76433 -1.36060
O -2.46004 -7.45895 -1.25935
O -0.16504 -6.98913 -2.14485
O -0.92367 -9.31236 -1.79570
H 0.89278 -9.96587 -1.09145
H -0.47246 -11.06254 -0.76736
H 0.35702 -9.46329 1.23551
H -1.39445 -9.56082 0.91228
C 8.36747 1.22817 -4.78586
C 9.55339 0.95875 -5.69543
O 10.68740 0.94839 -4.82482
S 10.24235 0.37528 -3.38084
O 10.57784 -1.00914 -3.32246
O 10.65390 1.31029 -2.38779
O 8.64418 0.49964 -3.58688
H 8.29567 2.28886 -4.53222
H 7.42693 0.89600 -5.22284
H 9.66905 1.71917 -6.46559
H 9.47702 -0.02563 -6.16499
C -9.17325 9.09570 -3.50376
C -10.27868 10.11183 -3.28913
O -10.32800 10.86057 -4.50729
S -9.93044 9.89558 -5.74130
O -11.12974 9.42181 -6.35111
O -8.88836 10.52221 -6.48458
O -9.29747 8.69039 -4.87061
H -8.18809 9.54884 -3.36999
H -9.26897 8.23638 -2.84225
H -10.08267 10.76721 -2.44272
H -11.24642 9.62169 -3.15276
C 4.19694 -7.34048 2.06678
C 3.44112 -6.46642 3.05078
O 2.28012 -7.22714 3.39706
S 2.64602 -8.79887 3.36347
O 2.93331 -9.22780 4.69067
O 1.69166 -9.46237 2.53246
O 4.03855 -8.67573 2.55678
H 3.75386 -7.28797 1.06897
H 5.25264 -7.08055 2.00812
H 3.15694 -5.50679 2.62286
H 4.02198 -6.30050 3.96178

Cartesian forces, eV/Å:
0.37 0.16 -0.82
-1.56 -0.47 0.53
1.74 1.14 0.27
-1.05 -1.47 0.93
0.36 1.05 -1.46
-0.73 -1.34 0.66
-0.02 0.41 0.95
-0.39 0.28 -0.61
0.41 1.31 1.27
-0.68 0.27 -0.46
2.05 -0.02 1.04
-0.52 -1.44 -1.83
1.32 0.28 1.02
1.15 1.58 0.08
-0.25 -0.39 -1.07
-1.65 -0.45 -0.17
-1.32 0.41 -0.68
0.43 0.11 -0.17
0.58 0.73 -0.15
-0.36 1.40 0.69
0.05 -0.72 -0.98
0.04 -1.07 -0.01
-0.39 0.86 0.59
0.55 -0.63 0.31
1.60 -0.50 0.63
-1.01 1.83 -1.80
-0.65 -0.61 2.49
-0.79 0.03 -2.07
2.87 -1.05 0.67
-0.80 0.82 -1.20
-0.74 -1.50 -0.66
0.41 -0.14 0.26
0.00 -0.05 -0.45
-0.83 -0.45 0.01
-0.90 -0.49 0.18
0.76 -0.49 -0.50
0.26 0.91 -0.22
0.24 1.08 0.23
-0.52 -0.92 0.38
0.08 -0.16 1.04
0.37 0.49 -0.88
-0.23 -0.31 1.39
-0.48 -0.35 -0.96
0.02 -0.28 -0.97
0.54 0.90 0.32
-0.57 -0.44 0.77
0.30 -0.20 -1.11
0.24 -0.86 0.62
0.04 1.07 0.26
0.01 -0.98 -0.54
-0.08 0.62 -0.83
0.31 0.51 -0.90
-0.20 -0.24 0.92
0.54 -0.34 -0.88
-0.49 -0.99 0.08
-0.79 0.05 0.94
-0.07 -0.91 -0.11
-0.41 0.65 -0.63
-0.15 0.64 0.97
-0.66 0.98 -0.07
-0.69 -0.30 0.91
0.81 -0.14 0.77
0.57 0.21 0.95
0.70 0.27 -0.74
-0.15 -1.17 -0.10
-1.15 -0.17 -0.28
-0.17 -1.02 0.73
-0.21 -1.10 0.11
-0.25 -0.18 -1.15
0.11 1.09 -0.32
0.42 -0.37 0.93
0.65 0.67 0.12
0.74 -0.83 0.01
-0.50 -0.14 -0.83
-1.10 0.01 -0.32
-0.44 0.03 0.95
0.42 0.25 1.21
0.54 0.02 -0.82
-0.90 0.70 0.36
-0.04 1.07 0.78
0.54 0.44 0.89
1.12 -0.56 -0.19
0.84 0.53 -0.47
-0.36 -0.15 -0.99
-0.19 0.78 0.85
0.47 -0.19 -0.32
-0.06 -0.43 0.41
-0.59 0.14 -0.62
0.28 -0.37 0.35
0.08 -0.01 -0.71
-0.10 -0.05 0.45
0.13 0.57 0.35
0.02 -0.03 0.05
-0.20 0.15 0.03
-0.02 0.21 -0.02
0.02 -0.03 -0.05
0.31 -0.45 0.17
-0.31 -0.10 -0.50
0.56 0.43 -0.09
-0.01 -0.30 -0.07
0.59 -0.08 0.18
-0.58 -0.03 -0.27
-0.57 0.19 0.36
-0.04 -0.03 -0.02
-0.01 0.27 -0.03
0.03 0.18 0.21
0.05 -0.06 -0.02
0.50 -0.03 0.23
-0.35 -0.66 0.25
0.15 0.16 -0.84
0.08 -0.66 0.30
0.57 0.12 -0.37
-0.47 -0.27 0.14
-0.32 0.55 0.31
-0.03 -0.03 0.04
-0.16 0.13 -0.16
-0.33 0.32 -0.41
0.02 -0.02 -0.06
-0.04 0.55 -0.21
-0.30 -0.43 -0.27
-0.31 0.16 0.61
0.07 0.07 -0.49
-0.13 0.59 0.27
0.16 -0.41 -0.53
0.58 -0.30 -0.09
0.00 -0.03 -0.05
0.06 -0.15 0.20
0.21 0.04 0.18
-0.05 0.06 -0.02
0.38 0.29 0.41
-0.34 -0.41 0.29
0.53 -0.26 -0.45
-0.05 -0.03 0.31
0.62 0.17 0.01
-0.58 -0.18 0.12
-0.55 0.37 -0.27
-0.05 -0.01 0.06
-0.04 -0.05 -0.22
0.05 0.13 -0.22
0.05 -0.01 0.05
-0.16 0.38 -0.46
0.55 0.16 0.27
-0.05 -0.69 -0.44
0.45 0.49 0.20
-0.28 -0.14 -0.69
0.58 0.11 0.82
-0.48 0.01 0.54
0.03 0.04 0.03
-0.02 -0.24 0.12
-0.25 -0.15 0.03
0.02 0.02 -0.07

Results
largest force on an atom	3.13	eV Å⁻¹
relative energy (zero: lowest compared OMol25 entry of this formula, charge and spin)	3.532	eV
lowest unoccupied orbital energy	-0.40	eV
SMILES	CCCCCCCCCCCC[C@@]1(P(C)C)[C@](OCC)([C@H](I)CC)OC(=O)[C@]1(I)CCCOC.O=S1(=O)OCCO1.O=S1(=O)OCCO1.O=S1(=O)OCCO1.O=S1(=O)OCCO1.O=S1(=O)OCCO1.O=S1(=O)OCCO1